1.
ORCA calculation (wB97M-V/def2-TZVPD) on a 2-piece molecular cluster, C12H21F9NS overall.

Output
**E_tot**: -1821.2782 a.u.
**Total charge**: +1
**Largest force on an atom**: 0.005 hartree/bohr

Each line ends with the Mulliken charge.
Positions of all 44 atoms, in Å:
F1 -2.524 3.759 1.607  -0.237
C1 -1.549 3.496 0.756  0.633
F2 -2.024 2.845 -0.288  -0.208
F3 -1.016 4.659 0.343  -0.254
C2 -0.451 2.669 1.479  0.502
F4 -1.035 1.682 2.146  -0.245
F5 0.154 3.503 2.380  -0.262
C3 0.679 2.039 0.617  0.551
F6 1.518 1.440 1.501  -0.296
F7 0.147 1.108 -0.170  -0.229
C4 1.542 2.993 -0.253  0.598
F8 0.775 3.405 -1.277  -0.275
F9 2.549 2.240 -0.751  -0.297
C5 2.144 4.226 0.411  -1.054
C6 3.094 3.877 1.556  -0.490
S1 3.595 5.423 2.414  -0.011
H1 2.692 4.736 -0.388  0.516
H2 1.329 4.880 0.730  0.473
H3 2.667 3.217 2.306  0.466
H4 4.036 3.473 1.182  0.469
H5 3.738 4.948 3.667  0.310
H6 2.370 5.929 2.658  0.301
C7 -2.275 -1.454 -0.215  -1.021
C8 -2.043 -2.957 -0.179  -0.383
N1 -1.754 -3.511 -1.489  0.090
C9 -1.836 -4.962 -1.541  -0.719
C10 -0.823 -5.768 -0.720  -0.968
C11 -0.640 -2.905 -2.199  -0.718
C12 0.720 -2.861 -1.490  -0.908
H7 -3.044 -1.200 -0.946  0.328
H8 -2.599 -1.104 0.766  0.456
H9 -1.364 -0.912 -0.475  -0.086
H10 -2.951 -3.447 0.182  0.470
H11 -1.261 -3.176 0.566  0.255
H12 -1.764 -5.259 -2.590  0.367
H13 -2.844 -5.236 -1.216  0.412
H14 0.178 -5.729 -1.150  0.217
H15 -1.126 -6.816 -0.694  0.400
H16 -0.766 -5.418 0.311  0.275
H17 -0.922 -1.882 -2.462  0.370
H18 -0.538 -3.434 -3.149  0.368
H19 0.627 -2.494 -0.465  0.213
H20 1.391 -2.182 -2.022  0.363
H21 1.203 -3.836 -1.452  0.259



2.
ORCA calculation (wB97M-V/def2-TZVPD) on a 2-piece molecular cluster, FHOS overall.

Output
**E_tot**: -573.8233 a.u.
**Energy above the lowest of the compared OMol25 structures with the same formula, charge and spin**: 50.09 kJ/mol
**Total charge**: 0
**Largest force on an atom**: 0.038 hartree/bohr

Each line ends with the Mulliken charge.
Positions of all 4 atoms, in Å:
O1 0.115 -1.106 0.349  -0.325
F1 -0.600 1.601 -0.224  -0.404
S1 1.542 -1.267 -0.085  0.319
H1 -1.058 0.772 -0.040  0.410